The following is a quantum chemistry calculation of a structure of composition C49H37Cl5N2OP2PtSi at a distorted geometry, from OMol25.

Atoms and positions in Å:
Pt: -0.07 -1.24 0.20
C: -3.32 -2.32 -0.71
Si: -2.31 -0.81 -0.42
C: -3.08 0.40 0.70
C: -4.43 0.44 1.06
C: -4.92 1.58 1.70
C: -4.08 2.66 1.95
C: -2.72 2.59 1.63
C: -2.24 1.43 1.04
P: -0.50 1.10 0.71
C: 0.07 2.57 -0.23
C: -0.66 2.94 -1.36
C: -0.37 4.12 -2.02
C: 0.66 4.94 -1.58
C: 1.41 4.56 -0.48
C: 1.12 3.38 0.20
C: 0.31 1.28 2.33
C: -0.42 1.41 3.51
C: 0.24 1.57 4.72
C: 1.62 1.58 4.78
C: 2.36 1.42 3.61
C: 1.71 1.25 2.40
C: -2.16 0.10 -2.03
C: -3.31 0.70 -2.56
C: -3.30 1.26 -3.82
C: -2.14 1.20 -4.60
C: -1.00 0.59 -4.09
C: -1.00 0.07 -2.79
P: 0.54 -0.62 -2.10
C: 1.82 0.64 -1.84
C: 2.73 0.48 -0.80
C: 3.83 1.33 -0.69
C: 3.98 2.37 -1.59
C: 3.06 2.55 -2.62
C: 2.00 1.67 -2.76
C: 1.24 -1.51 -3.51
C: 2.62 -1.48 -3.74
C: 3.16 -2.17 -4.81
C: 2.33 -2.91 -5.64
C: 0.96 -2.95 -5.41
C: 0.41 -2.27 -4.34
H: -4.16 -2.05 -1.36
H: -3.71 -2.76 0.22
H: -2.72 -3.08 -1.22
H: -5.09 -0.38 0.83
H: -5.96 1.62 1.98
H: -4.47 3.56 2.42
H: -2.06 3.43 1.84
H: -1.46 2.32 -1.72
H: -0.97 4.41 -2.88
H: 0.87 5.88 -2.08
H: 2.21 5.19 -0.13
H: 1.70 3.13 1.08
H: -1.50 1.41 3.49
H: -0.35 1.68 5.63
H: 2.13 1.71 5.73
H: 3.45 1.43 3.64
H: 2.29 1.11 1.49
H: -4.22 0.73 -1.97
H: -4.19 1.72 -4.22
H: -2.13 1.61 -5.60
H: -0.12 0.51 -4.72
H: 2.62 -0.34 -0.10
H: 4.57 1.17 0.08
H: 4.83 3.05 -1.51
H: 3.19 3.36 -3.33
H: 1.32 1.79 -3.60
H: 3.26 -0.90 -3.09
H: 4.22 -2.14 -4.99
H: 2.76 -3.46 -6.47
H: 0.31 -3.52 -6.07
H: -0.66 -2.30 -4.17
Cl: 0.16 -3.88 -2.18
C: 1.20 -3.77 -0.81
C: 0.72 -3.22 0.40
C: 1.25 -3.79 1.55
Cl: 0.32 -3.88 3.00
C: 2.46 -4.48 1.52
Cl: 3.16 -5.04 2.98
C: 3.09 -4.75 0.31
Cl: 4.60 -5.53 0.26
C: 2.40 -4.48 -0.87
Cl: 3.00 -5.04 -2.37
N: -3.40 -2.14 4.76
C: -2.55 -1.13 5.09
O: -2.80 -0.25 5.88
C: -1.23 -1.11 4.36
C: -0.05 -0.94 5.05
C: 1.13 -0.80 4.34
C: 1.09 -0.81 2.96
N: -0.06 -0.95 2.29
C: -1.21 -1.11 2.98
H: -4.25 -2.22 5.29
H: -3.06 -2.96 4.29
H: -0.05 -0.91 6.13
H: 2.08 -0.69 4.84
H: 1.99 -0.68 2.37
H: -2.12 -1.19 2.41

Summary:
Strongest force on any atom ... 0.079 hartree/bohr
Energy relative to the best compared isomer or geometry (same formula, charge and spin) ... 122.0 kcal/mol
Multiplicity ... 1
Charge ... +2
Gap between HOMO and LUMO ... 6.452 eV
E_HOMO ... -13.17 eV